(1)
Computed, not measured: C3H2N2S in the gas phase, with ωB97M-V/def2-TZVPD.

Electronic energy   -623.12370 hartree
HOMO energy (alpha / beta)   -9.52 / -9.52 eV
Gap between HOMO and LUMO (alpha / beta)   7.03 / 7.03 eV
SMILES   S=C1N=CC=N1
LUMO level (alpha / beta)   -2.49 / -2.49 eV
Multiplicity   1

Geometry (Å):
C 0.84469 -0.76050 0.00472
C 0.88761 0.69865 0.04028
C -1.17039 -0.01692 -0.04567
N -0.35525 -1.17151 0.01080
N -0.46348 1.14545 0.00460
S -2.75616 0.01893 0.01975
H 1.59194 -1.53498 -0.04802
H 1.42105 1.62090 0.01354

(2)
Computed, not measured: C3H2N4O in the gas phase, with ωB97M-V/def2-TZVPD.

Electronic energy   -409.63204 hartree
HOMO energy   -10.51 eV
Gap between HOMO and LUMO   9.17 eV
SMILES   O=Cc1ncnnn1
LUMO level   -1.34 eV
Multiplicity   1

Geometry (Å):
C 1.32381 -0.89003 1.20079
C -0.01591 -0.46645 0.32497
C -0.98879 -0.41404 -1.57859
H 1.60069 -1.95140 1.13921
H -1.27991 -0.92158 -2.33955
N -0.20365 -1.12382 -0.74657
N -1.14672 0.85704 -1.57806
N -0.89196 1.55001 -0.40118
N -0.38926 0.83465 0.65751
O 2.02322 -0.16613 1.99944

(3)
Computed, not measured: a gas-phase ion, C3H2N4O2PS2 (charge -1), with ωB97M-V/def2-TZVPD.

Electronic energy   -1622.72628 hartree
HOMO energy (alpha / beta)   -4.68 / -4.67 eV
Gap between HOMO and LUMO (alpha / beta)   6.26 / 5.94 eV
Net charge   -1
LUMO level (alpha / beta)   1.57 / 1.28 eV
Multiplicity   1

Geometry (Å):
C 0.97755 -0.97337 0.69778
C 1.54996 -0.73192 -0.72996
C -1.23500 -0.34203 -0.94976
N -0.17599 -1.10846 1.16246
N 2.14556 -0.99562 1.43319
N 2.82931 -0.64488 -0.66365
N 3.15034 -0.83604 0.68189
O 0.04052 1.98804 -0.24369
O -1.96068 1.07039 1.27814
P -1.23170 1.24392 -0.18111
S -2.73793 2.04064 -1.23254
S 0.17511 -0.68231 -1.82513
H -2.24224 -0.79154 -1.32549
H -1.28482 0.76318 1.89788

(4)
Computed, not measured: C3H2N4S in the gas phase, with ωB97M-V/def2-TZVPD.

Electronic energy   -732.52596 hartree
HOMO energy   -9.17 eV
Gap between HOMO and LUMO   7.73 eV
SMILES   S=c1nccnnn1
LUMO level   -1.44 eV
Multiplicity   1

Geometry (Å):
C 1.26572 0.13557 -0.53035
C -0.74521 1.02339 -0.21756
C -1.15698 -0.11661 0.70058
H -1.31563 1.83466 -0.39732
H -1.25854 0.08312 1.98522
N 0.38581 1.17429 -0.69796
N -0.51558 -1.30568 0.64964
N -0.12250 -1.60226 -0.71079
N 0.81875 -1.07174 -1.17173
S 2.64417 -0.15476 0.39027

(5)
Computed, not measured: a molecular structure, C3H2N4S, with ωB97M-V/def2-TZVPD.

Electronic energy   -732.56503 hartree
HOMO energy   -10.14 eV
Gap between HOMO and LUMO   8.64 eV
LUMO level   -1.50 eV
Multiplicity   1

Geometry (Å):
C -1.97199 -1.14869 0.00297
C 0.81268 -0.05074 -0.21162
C -1.08439 -0.07398 -0.03821
N -2.78163 -1.91616 -0.19681
N 0.86676 1.36514 -0.04780
N -1.34975 1.16016 0.03121
N -0.19000 1.97520 0.15875
S 2.38679 -0.91998 0.28473
H 0.81911 -0.28301 -1.39106
H 2.49241 -0.10795 1.40783

(6)
Computed, not measured: C3H2NO2P in the gas phase, with ωB97M-V/def2-TZVPD.

Electronic energy   -662.02666 hartree
HOMO energy   -9.44 eV
Gap between HOMO and LUMO   8.41 eV
SMILES   C#C/N=P\OC=O
LUMO level   -1.03 eV
Multiplicity   1

Geometry (Å):
C 0.16854 1.59058 0.08641
C -0.19465 -1.82648 -0.13568
C 1.34329 1.90457 0.30676
N -1.02181 1.36802 -0.40059
O -0.53943 -1.87075 -1.29042
O -0.73107 -0.97528 0.67227
P -1.83443 0.05212 -0.16120
H 0.48527 -2.39711 0.34478
H 2.32430 2.15433 0.57767

(7)
Computed, not measured: a gas-phase ion, C3H2NO2S2 (charge -1), with ωB97M-V/def2-TZVPD.

Electronic energy   -1117.17385 hartree
HOMO energy   -3.02 eV
Gap between HOMO and LUMO   6.08 eV
Net charge   -1
SMILES   O=C([O-])N1C=CSS1
LUMO level   3.05 eV
Multiplicity   1

Geometry (Å):
C -0.35888 0.47895 0.50968
C -0.66327 1.67844 -0.00439
C 0.44068 -1.90169 0.18752
N 0.47839 -0.37835 -0.11977
O 0.99700 -2.56276 -0.65987
O -0.12555 -2.12843 1.23720
S 0.12493 2.20600 -1.48935
S 1.31187 0.18736 -1.46508
H -0.82242 0.06226 1.39430
H -1.38274 2.35823 0.40976

(8)
Computed, not measured: 2 unconnected molecules or ions with the total composition C3H2NO2S2, with ωB97M-V/def2-TZVPD.

Electronic energy   -1117.11131 hartree
HOMO energy (alpha / beta)   -4.05 / -2.32 eV
Gap between HOMO and LUMO (alpha / beta)   7.22 / 5.52 eV
Net charge   -1
LUMO level (alpha / beta)   3.17 / 3.20 eV
Multiplicity   1

Geometry (Å):
C -1.68268 -1.98725 -0.44103
C -0.76605 -0.95179 -0.42759
C 0.28248 0.56633 1.85903
N -2.42988 -2.88011 -0.39097
O -1.19141 0.29566 -0.84219
O 0.56973 -1.27832 -0.57243
S -0.75712 1.76502 1.82962
S 1.56507 -0.30462 2.18568
H 1.08686 -1.10226 0.24589
H -1.20044 0.94792 -0.10245

Largest force on an atom readings, ordered: 0.1391, 0.1256, 0.0801, 0.1206, 0.0882, 0.0914, 0.0364, 0.0486 hartree/bohr
ΔE to the lowest compared entry with this formula, charge and spin readings, ordered: 129.7, 252.5, 334.0, 407.2, 304.6, 159.1, 11.9, 176.1 kJ/mol